ORCA calculation (ωB97M-V/def2-TZVPD) on a structure of composition C10H20Cl10F2MgNO4S2.

The geometry in XYZ format:
```
50
Properties=species:S:1:pos:R:3:lowdin_charge:R:1
Mg 18.9063 -2.0822 -6.1085 1.010
N 18.0559 -3.5893 -6.6434 -0.399
S 17.6635 -4.4251 -7.8901 0.467
O 16.3597 -4.2474 -8.5333 -0.198
O 18.2760 -5.7465 -8.0680 -0.228
F 18.6954 -3.5995 -8.8221 -0.280
S 17.0459 -4.7140 -5.6878 0.629
O 17.5134 -6.0669 -5.4020 -0.218
O 15.6032 -4.4488 -5.6673 -0.245
F 17.4135 -3.9669 -4.3327 -0.224
Cl 18.2231 -5.8062 -1.7941 0.649
C 17.3058 -7.2051 -2.2238 -0.692
C 16.5014 -7.7903 -1.0006 -0.506
Cl 15.2874 -6.5299 -0.5391 0.739
H 17.9907 -7.9243 -2.6730 0.088
H 16.7256 -6.9392 -3.1074 0.000
H 17.1404 -7.9835 -0.1389 0.093
H 16.0007 -8.7384 -1.1967 0.088
Cl 14.0311 -7.1936 -3.6998 0.837
C 12.9674 -6.1591 -4.6995 -0.596
C 11.5220 -6.4463 -4.5870 -0.567
Cl 11.2391 -8.1361 -5.1969 0.630
H 13.3209 -6.3665 -5.7095 0.092
H 13.2161 -5.1491 -4.3737 0.066
H 10.8418 -5.7839 -5.1224 0.104
H 11.2869 -6.4669 -3.5229 0.081
Cl 13.7480 -1.9903 -3.2569 0.547
C 14.1253 -3.2727 -2.0462 -0.649
C 15.5553 -3.1164 -1.5352 -0.613
Cl 15.6366 -1.6965 -0.3320 0.527
H 13.8117 -4.2002 -2.5254 0.023
H 13.4145 -3.1481 -1.2293 0.071
H 16.2034 -2.9151 -2.3881 0.034
H 15.8023 -4.0336 -1.0006 -0.012
Cl 20.8199 -7.1017 -13.2527 0.576
C 21.0941 -7.2301 -11.5164 -0.663
C 20.0897 -6.3729 -10.7432 -0.626
Cl 20.1376 -4.5875 -11.0847 0.562
H 22.0972 -6.8606 -11.3034 0.064
H 21.0500 -8.2907 -11.2687 0.080
H 20.3042 -6.5429 -9.6881 0.040
H 19.0996 -6.7355 -11.0196 0.074
Cl 22.3583 -4.9242 -8.1450 0.607
C 23.0081 -3.2591 -8.3089 -0.581
C 21.8835 -2.3626 -8.6139 -0.565
Cl 20.7761 -2.2309 -7.2726 0.729
H 23.6856 -3.2648 -9.1628 0.107
H 23.5564 -3.0769 -7.3846 0.088
H 21.3431 -2.6105 -9.5275 0.060
H 22.1336 -1.3063 -8.7129 0.100
```

Output
HOMO-LUMO gap (spin up / spin down) in eV: 4.925 / 1.986
2S+1: 2
Charge: +2
Total energy in Ha: -6546.017318



ORCA calculation (ωB97M-V/def2-TZVPD) on a structure of composition C51H52AsF9N4O2PS6Sc.

The geometry in XYZ format:
```
127
Properties=species:S:1:pos:R:3:lowdin_charge:R:1
Sc -0.5297 -0.8400 -0.9494 0.658
O -1.3584 0.8750 -1.8189 -0.286
N -2.5372 0.9815 -2.4218 -0.179
C -3.1442 2.1850 -2.3448 -0.037
C -4.3488 2.4184 -2.9410 -0.080
C -4.9464 1.3611 -3.6510 -0.093
C -4.3174 0.1520 -3.7233 -0.094
C -3.0659 -0.0941 -3.0949 -0.673
S -2.2338 -1.5523 -3.1324 0.763
H -2.5890 2.9175 -1.7773 0.126
H -4.8090 3.3911 -2.8550 0.096
H -5.9023 1.5038 -4.1388 0.099
H -4.7509 -0.6785 -4.2614 0.098
S -0.4599 -3.3134 4.2859 -0.293
As 1.3065 -2.0645 4.1547 -0.108
S 1.3765 -1.2757 1.8962 -0.088
S -0.3565 -0.1816 1.4445 0.085
S 3.0666 -3.2158 3.5922 -0.408
N 3.0781 -1.2500 -0.6992 0.142
C 2.8136 0.0691 -0.8286 -0.383
C 3.8467 1.0061 -0.5959 -0.011
C 3.6521 2.3195 -0.9163 -0.094
C 2.4256 2.7098 -1.4640 -0.109
C 1.4442 1.7550 -1.5776 -0.185
N 1.5892 0.4608 -1.2402 0.069
H 3.7071 -1.5005 0.0502 0.098
H 2.2611 -1.8525 -0.7471 0.025
H 4.7837 0.6500 -0.1893 0.114
H 4.4420 3.0426 -0.7509 0.103
H 2.2257 3.7335 -1.7503 0.089
H 0.4599 2.0226 -1.9370 0.082
C -3.0096 -2.4961 2.0798 -0.283
S -3.2110 -1.0142 1.1201 0.808
C -4.9602 -1.2109 0.7515 -0.244
O -2.6159 -1.2848 -0.2623 -0.699
H -3.6685 -2.4164 2.9456 0.066
H -1.9797 -2.5617 2.4490 -0.070
H -3.2702 -3.3531 1.4577 0.061
H -5.5280 -1.1084 1.6761 0.051
H -5.1257 -2.1839 0.2903 0.059
H -5.2327 -0.4200 0.0539 0.045
C 3.7929 -4.0523 -5.1777 -0.066
C 2.8278 -3.0217 -4.6471 -0.285
C 2.6330 -1.8249 -5.3194 -0.048
C 1.7130 -0.9070 -4.8153 -0.279
C 1.4905 0.4168 -5.5007 -0.055
C 1.0125 -1.2010 -3.6637 -0.065
C 1.2026 -2.3905 -2.9164 -0.293
C 2.1320 -3.2917 -3.4751 -0.009
N 0.5165 -2.5477 -1.7210 -0.077
C 0.4096 -3.8819 -1.0878 -0.432
C -0.6735 -3.7727 -0.0015 -0.132
C -0.8924 -5.1032 0.7264 -0.280
C -1.3588 -6.1525 -0.2851 -0.125
C -0.2946 -6.2951 -1.3769 -0.291
C 1.0332 -6.7369 -0.7491 -0.125
C 1.4795 -5.7096 0.2962 -0.280
C 0.4110 -5.5648 1.3765 -0.126
C 1.6932 -4.3435 -0.3631 -0.088
C -0.0949 -4.9488 -2.0806 -0.082
H 4.4031 -3.6415 -5.9836 0.063
H 3.2606 -4.9231 -5.5695 0.073
H 4.4612 -4.4068 -4.3907 0.074
H 3.1842 -1.6090 -6.2296 0.099
H 1.5840 0.3242 -6.5848 0.067
H 2.2241 1.1549 -5.1643 0.076
H 0.4991 0.8119 -5.2734 0.071
H 0.2726 -0.4726 -3.3575 0.041
H 2.3472 -4.2268 -2.9855 0.088
H -1.6086 -3.4594 -0.4819 0.100
H -0.3746 -3.0180 0.7370 0.058
H -1.6384 -4.9605 1.5132 0.118
H -2.3123 -5.8530 -0.7377 0.114
H -1.5168 -7.1142 0.2171 0.112
H -0.6187 -7.0380 -2.1158 0.129
H 1.7949 -6.8422 -1.5321 0.112
H 0.9124 -7.7189 -0.2765 0.111
H 2.4202 -6.0241 0.7578 0.139
H 0.7290 -4.8469 2.1366 0.056
H 0.2481 -6.5212 1.8879 0.121
H 2.5514 -4.3876 -1.0347 0.108
H 1.9281 -3.6246 0.4286 0.070
H -1.0430 -4.5914 -2.5001 0.121
H 0.5900 -5.0794 -2.9184 0.100
F -1.3186 9.5865 1.6456 0.126
C -0.3929 9.0799 0.8017 -0.579
F -0.7307 9.4915 -0.4340 0.123
F 0.7682 9.7014 1.1097 0.127
C -0.2841 7.5902 0.9120 -0.139
C -0.0720 7.0300 2.1705 -0.011
C 0.0464 5.6609 2.2983 -0.064
C -0.0433 4.8236 1.1832 -0.345
C -0.2507 5.4035 -0.0624 -0.084
C -0.3734 6.7818 -0.2073 -0.016
P 0.0418 2.9579 1.2403 1.082
C 1.4968 2.7884 2.3409 -0.354
C 1.6322 1.7559 3.2636 -0.131
C 2.8353 1.5465 3.9283 0.003
C 3.9073 2.3851 3.6797 -0.125
C 3.7918 3.4240 2.7602 -0.027
C 2.5987 3.6172 2.0950 -0.102
C 5.2111 2.2192 4.3982 -0.577
F 6.2590 2.1583 3.5432 0.120
F 5.2644 1.1338 5.1698 0.151
F 5.4709 3.2866 5.2040 0.107
C -1.4288 2.7422 2.3233 -0.384
C -1.4562 2.8476 3.7109 -0.061
C -2.6432 2.6797 4.4055 0.003
C -3.8176 2.4141 3.7129 -0.129
C -3.8031 2.2905 2.3304 -0.028
C -2.6110 2.4454 1.6478 -0.113
C -5.0989 2.1980 4.4569 -0.575
F -5.3104 0.8994 4.7607 0.134
F -5.1410 2.8728 5.6230 0.123
F -6.1773 2.5945 3.7434 0.116
H -0.0035 7.6698 3.0417 0.121
H 0.2184 5.2288 3.2769 0.110
H -0.3118 4.7622 -0.9352 0.093
H -0.5329 7.2194 -1.1833 0.113
H 0.8128 1.0763 3.4555 0.039
H 2.9197 0.7047 4.6047 0.102
H 4.6371 4.0726 2.5648 0.117
H 2.5251 4.4179 1.3683 0.101
H -0.5424 3.0389 4.2586 0.104
H -2.6558 2.7492 5.4850 0.121
H -4.7162 2.0634 1.7949 0.117
H -2.5798 2.3014 0.5733 0.087
```

Output
Relative energy (zero: lowest compared OMol25 entry of this formula, charge and spin) in eV: 1.3059
HOMO-LUMO gap in eV: 4.182
2S+1: 1
Charge: -2
Total energy in Ha: -8970.272334